Molecular formula: C51H65N4W
Method: DFT, wB97M-V/def2-TZVPD

```
! wB97M-V def2-TZVPD RIJCOSX def2/J DEFGRID3
* xyz 1 1
W 0.36871 -0.18213 -0.16837
C 3.78954 -5.59998 1.26812
C 4.22977 -4.28624 0.60855
C 3.10519 -3.56797 -0.06845
C 2.69422 -3.66349 -1.35934
C 3.26757 -4.49713 -2.45702
C 4.00714 -3.64359 -3.49540
C 1.54491 -2.80294 -1.49902
C 0.62275 -2.92053 -2.49432
C -0.59982 -2.25359 -2.46227
C -1.74572 -2.45688 -3.25901
C -1.84118 -3.43212 -4.39140
C -1.26930 -2.83462 -5.68612
C -2.69128 -1.51905 -2.84761
C -2.05950 -0.76394 -1.85618
C -1.00955 1.37320 -1.31642
C -0.70158 2.26170 -0.24233
N -0.35002 1.45495 0.79854
C -0.27121 2.21386 1.91605
C -0.07897 1.55522 3.12387
C 0.23481 0.21659 3.13802
N 0.68364 -0.52058 2.03138
C 1.26510 -1.63662 2.60287
C 2.12857 -2.48558 1.93949
C 2.22598 -2.62682 0.57603
N 1.34887 -2.06142 -0.32472
C 1.02692 -1.69786 4.02007
C 0.38725 -0.54385 4.35434
C -0.13022 -0.09741 5.68887
C -1.13814 -1.07698 6.30205
C 1.44828 -2.83893 4.89714
C 2.50062 -2.43855 5.93632
C -0.52519 3.57352 1.56188
C -0.76856 3.60908 0.18945
C -1.14862 4.71674 -0.75454
C -1.07309 6.15007 -0.23400
C -0.49687 4.65435 2.60088
C 0.93877 5.05305 2.96867
N -0.81064 -1.21535 -1.58035
C -4.08281 -1.32064 -3.36284
C -5.14229 -1.77608 -2.35188
H 4.63030 -6.06625 1.78189
H 3.41245 -6.29791 0.52016
H 2.99371 -5.43049 1.99452
H 5.00667 -4.50146 -0.12689
H 4.67550 -3.62938 1.35901
H 2.46946 -5.05688 -2.95011
H 3.95518 -5.22905 -2.03245
H 3.32818 -2.93986 -3.97880
H 4.44367 -4.27891 -4.26598
H 4.81041 -3.07592 -3.02385
H 0.80794 -3.63522 -3.28533
H -2.88182 -3.71743 -4.55108
H -1.29515 -4.34325 -4.13952
H -1.82266 -1.93788 -5.96781
H -1.32815 -3.54942 -6.50801
H -0.22396 -2.55523 -5.54450
H -1.02595 1.78292 -2.32424
H -0.15011 2.08899 4.06080
H 2.74583 -3.13481 2.54295
H -0.62174 0.86788 5.57617
H 0.70421 0.04460 6.37983
H -0.65604 -1.99877 6.62150
H -1.91897 -1.32638 5.58293
H -1.60811 -0.62736 7.17633
H 1.84094 -3.64587 4.27907
H 0.57135 -3.24304 5.40470
H 3.37256 -1.99835 5.45083
H 2.82686 -3.31206 6.50108
H 2.10280 -1.70981 6.64249
H -2.17267 4.53047 -1.09455
H -0.52137 4.61687 -1.64441
H -1.85472 6.34696 0.49864
H -1.21709 6.84588 -1.06009
H -0.10709 6.36874 0.22206
H -1.00307 4.28122 3.49496
H -1.04274 5.53129 2.26610
H 1.51068 4.17664 3.27643
H 0.94572 5.77482 3.78550
H 1.44024 5.50508 2.11310
H -4.20381 -1.88125 -4.29015
H -4.23270 -0.26252 -3.59818
H -5.04811 -2.84429 -2.15478
H -6.14793 -1.58396 -2.72862
H -5.01289 -1.24854 -1.40608
C 0.88841 1.40657 -4.24230
C 1.45245 1.63663 -2.86975
C 1.59880 2.90019 -2.36269
C 2.17307 3.12495 -1.08543
C 2.46565 4.52648 -0.63524
C 2.55213 2.05449 -0.32571
C 2.50621 0.70750 -0.82934
C 3.65655 -0.16683 -0.37804
C 1.90693 0.52503 -2.11580
H 1.68964 1.16975 -4.94645
H 0.37275 2.29221 -4.61161
H 0.19123 0.56519 -4.23861
H 1.31804 3.75457 -2.97027
H 3.21911 4.96975 -1.29030
H 2.85411 4.53367 0.38122
H 1.57919 5.15872 -0.68635
H 3.04349 2.22179 0.62724
H 3.64427 -0.32057 0.70176
H 4.58623 0.34997 -0.62855
H 3.66590 -1.13075 -0.88124
H 2.06616 -0.41103 -2.64398
C -3.96866 2.09414 1.32105
C -4.50507 1.65137 -0.05940
C -4.94733 2.85355 -0.91149
C -5.72878 0.73204 0.16775
C -3.47975 0.91150 -0.76982
C -2.36538 0.49593 -1.21763
H -4.80152 2.43522 1.93793
H -3.25958 2.91118 1.22137
H -3.47452 1.26353 1.82558
H -5.70589 3.41642 -0.36686
H -5.36812 2.51784 -1.85895
H -4.10725 3.51431 -1.11977
H -6.46903 1.29009 0.73923
H -5.45539 -0.15834 0.73448
H -6.17592 0.43068 -0.77857
*
```

The HOMO energy (alpha / beta) is -8.70 / -8.72 eV.

Results of the Mulliken charge analysis, in e, for atoms 1 through 99: 2.536, -1.208, -1.390, 0.561, 0.123, -0.969, -1.174, 0.972, -0.878, -0.703, 0.737, -1.234, -1.171, 0.681, -0.451, -1.913, -0.258, 0.026, -0.520, -0.977, -0.392, -0.113, 0.068, -1.358, -0.112, -0.170, 0.325, 0.606, -0.463, -1.308, -0.834, -1.219, 0.559, 1.246, 0.614, -1.778, -1.278, -1.181, -0.421, -0.891, -1.002, 0.413, 0.323, 0.278, 0.576, 0.451, 0.406, 0.426, 0.200, 0.471, 0.300, 0.521, 0.505, 0.487, 0.306, 0.431, 0.252, 0.932, 0.589, 0.626, 0.261, 0.333, 0.245, 0.363, 0.425, 0.335, 0.395, 0.323, 0.438, 0.266, -0.232, 0.217, 0.450, 0.437, 0.307, 0.504, 0.460, 0.292, 0.485, 0.150, 0.452, 0.350, 0.359, 0.394, 0.033, -1.787, -0.077, -0.602, 1.515, -1.615, -1.458, 0.990, -1.543, -0.082, 0.467, 0.364, 0.308, 0.436, 0.444



Molecular formula: C51H73N5O33P2
Method: DFT, wB97M-V/def2-TZVPD

```
! wB97M-V def2-TZVPD RIJCOSX def2/J DEFGRID3
* xyz 0 1
O -34.33204 -25.45776 5.07394
C -33.39705 -25.71168 4.33288
C -33.14273 -25.14730 3.02094
C -32.11710 -25.48777 2.21401
O -32.03702 -24.99334 0.91464
C -31.03554 -26.37064 2.66616
O -29.95537 -26.52907 2.16692
C -31.30852 -27.06275 3.91016
C -32.41997 -26.78688 4.67454
O -32.59801 -27.29862 5.89784
H -33.95016 -24.61662 2.53842
H -31.39429 -25.44025 0.35896
H -30.59975 -27.80219 4.25264
H -33.36422 -26.99728 6.39152
O -35.18125 -9.13125 0.42186
C -34.07531 -9.12894 1.00560
C -33.10864 -10.22516 0.81428
C -31.88808 -10.29636 1.49009
O -31.07479 -11.36973 1.42766
C -31.42351 -9.23971 2.48108
O -30.36204 -9.26545 3.07576
C -32.38766 -8.16614 2.68097
C -33.54691 -8.15802 2.00576
O -34.40685 -7.11622 2.26385
H -33.34230 -11.12472 0.26421
H -31.52759 -12.14641 1.09099
H -32.26277 -7.30881 3.32579
H -35.28805 -7.28982 1.92480
O -35.96149 -13.22536 4.79932
C -36.77115 -12.36755 5.18520
C -38.05869 -12.01827 4.52807
C -38.83809 -10.93007 4.83303
O -40.05834 -10.76824 4.26899
C -38.38891 -9.88420 5.78042
O -38.91918 -8.76945 5.93935
C -37.29854 -10.33338 6.56662
C -36.61186 -11.48631 6.38200
O -35.49372 -11.79097 7.15761
H -38.47339 -12.76327 3.86520
H -40.43732 -9.93692 4.56374
H -37.00296 -9.70891 7.39672
H -35.12388 -12.59853 6.79340
O -37.15838 -17.25332 8.51367
C -38.06092 -18.08616 8.19252
C -39.40256 -17.97397 8.69770
C -40.46947 -18.57375 8.15054
O -41.74235 -18.30472 8.58468
C -40.44007 -19.57712 7.03906
O -41.36825 -20.08767 6.46113
C -39.04575 -19.73044 6.54305
C -37.97931 -19.13576 7.10862
O -36.72723 -19.45874 6.69817
H -39.67181 -17.31352 9.50869
H -42.38726 -18.99826 8.42752
H -38.75802 -20.50973 5.85291
H -36.03903 -18.94687 7.12939
O -39.67004 -17.60423 -3.74180
C -40.19551 -17.17427 -2.74238
C -40.39948 -15.69947 -2.50824
C -40.89861 -15.21391 -1.25891
O -41.13786 -13.86744 -1.00964
C -41.23806 -16.12756 -0.14839
O -41.50354 -15.71796 0.93634
C -41.10826 -17.52009 -0.43296
C -40.64201 -17.99249 -1.64231
O -40.59798 -19.32143 -1.97641
H -40.14870 -15.00396 -3.29550
H -41.39632 -13.91166 -0.08614
H -41.30893 -18.22420 0.36099
H -40.23228 -19.40002 -2.86054
C -26.56039 -16.84594 -1.08324
O -25.47394 -17.38886 -0.31552
P -24.38289 -16.40755 0.24832
O -23.65988 -15.53114 -0.70206
O -23.37679 -17.38442 1.08805
C -23.68043 -18.02456 2.31310
O -25.24386 -15.58804 1.37195
C -24.54608 -14.66978 2.16648
H -26.91139 -17.45499 -1.91628
H -26.27205 -15.90635 -1.55452
H -27.41040 -16.63445 -0.43449
H -24.16730 -18.92455 1.93750
H -24.33898 -17.42784 2.94424
H -22.79037 -18.29677 2.88036
H -25.05930 -13.72361 2.33810
H -23.51440 -14.51790 1.84919
H -24.51767 -15.14364 3.14768
C -24.90057 -24.83166 5.99860
O -26.31557 -24.60423 6.03791
P -27.03801 -23.40031 6.87410
O -26.21106 -22.18336 7.25629
O -28.26104 -23.08833 5.91668
C -28.14526 -22.31835 4.74536
O -27.74567 -24.19613 8.06750
C -27.03221 -24.96318 9.04372
H -24.54784 -25.58115 6.70709
H -24.29973 -23.92493 6.06872
H -24.76122 -25.22065 4.98996
H -28.80071 -21.44744 4.74388
H -28.46448 -22.78956 3.81575
H -27.15338 -21.89192 4.59560
H -26.92080 -24.35057 9.93838
H -26.00770 -25.11794 8.70531
H -27.48228 -25.91196 9.33587
C -27.71029 -15.91669 7.40563
N -29.03514 -16.11007 6.78216
C -29.34038 -15.29987 5.56314
C -29.88351 -16.97540 7.38372
O -30.95623 -17.26103 6.82318
H -27.59334 -14.85740 7.63440
H -26.90125 -16.19043 6.72843
H -27.50150 -16.53813 8.27644
H -28.64349 -15.51722 4.75370
H -30.38589 -15.34249 5.25786
H -29.09599 -14.33098 5.99860
H -29.48333 -17.44153 8.29739
C -34.25060 -18.75614 -1.95442
N -34.21135 -18.81072 -0.49422
C -34.89575 -19.97989 0.07579
C -33.54862 -17.95306 0.30079
O -32.93005 -16.91913 0.01787
H -33.57899 -18.05279 -2.44668
H -35.26797 -18.48480 -2.23626
H -34.01406 -19.73047 -2.38199
H -34.63670 -20.91781 -0.41544
H -34.71929 -20.03797 1.14984
H -35.96226 -19.76581 0.00635
H -33.70368 -18.28302 1.33967
C -40.01267 -26.47701 1.69619
N -41.17156 -25.92865 0.93933
C -41.25851 -24.43167 1.20376
C -41.90482 -26.60239 0.00162
O -42.77857 -26.18697 -0.76925
H -39.89560 -27.55737 1.78102
H -40.09743 -26.24513 2.75786
H -39.07723 -26.06396 1.31877
H -41.55834 -24.13185 2.20791
H -40.26215 -24.01641 1.05229
H -41.91840 -23.98049 0.46276
H -41.78079 -27.69242 0.09467
C -37.16933 -23.35045 -9.05542
N -36.34636 -23.88036 -7.95034
C -35.38331 -24.84227 -8.36626
C -36.53897 -23.59785 -6.67990
O -37.56757 -23.07594 -6.25398
H -37.99179 -24.03074 -9.27648
H -36.65932 -23.24159 -10.01257
H -37.66947 -22.44765 -8.70482
H -35.58704 -25.09826 -9.40600
H -34.36671 -24.49861 -8.17508
H -35.43212 -25.71057 -7.70915
H -35.86077 -24.01101 -5.91732
C -34.40441 -17.57021 -9.91492
N -34.19795 -16.14325 -9.72750
C -34.29259 -15.58433 -8.48393
C -34.17572 -15.34884 -10.84459
O -34.33826 -15.71205 -12.02244
H -35.37059 -17.71976 -9.43301
H -33.70653 -18.18453 -9.34600
H -34.36273 -17.97843 -10.92473
H -33.44669 -15.94751 -7.90029
H -34.28244 -14.49503 -8.52164
H -35.11972 -15.91830 -7.85749
H -33.85967 -14.33738 -10.54581
*
```

The SMILES is O=C1C=C(O)C(=O)C=C1O.O=C1C=C(O)C(=O)C=C1O.O=C1C=C(O)C(=O)C=C1O.O=C1C=C(O)C(=O)C=C1O.O=C1C=C(O)C(=O)C=C1O.COP(=O)(OC)OC.COP(=O)(OC)OC.CN(C)C=O.CN(C)C=O.CN(C)C=O.CN(C)C=O.CN(C)C=O. The HOMO energy is -9.18 eV.

Results of the Mulliken charge analysis, in e, for atoms 1 through 99: -0.623, 0.785, -0.733, 0.506, -0.515, 0.541, -0.575, -0.815, 0.445, -0.544, 0.402, 0.328, 0.439, 0.358, -0.621, 0.473, -0.730, 0.672, -0.448, 0.497, -0.558, -0.632, 0.518, -0.537, 0.291, 0.313, 0.428, 0.332, -0.627, 0.718, -0.867, 0.570, -0.508, 0.570, -0.616, -0.671, 0.402, -0.534, 0.444, 0.342, 0.437, 0.341, -0.601, 0.536, -0.724, 0.492, -0.522, 0.561, -0.583, -0.735, 0.573, -0.492, 0.422, 0.337, 0.398, 0.339, -0.606, 0.887, -0.907, 0.308, -0.539, 0.963, -0.583, -0.997, 0.465, -0.531, 0.413, 0.346, 0.421, 0.360, -0.699, -0.282, 0.935, -0.664, -0.317, -0.482, -0.193, -0.713, 0.270, 0.332, 0.270, 0.242, 0.225, 0.224, 0.267, 0.335, 0.251, -0.720, -0.196, 0.970, -0.703, -0.276, -0.718, -0.305, -0.544, 0.273, 0.332, 0.257, 0.298



Energy / Ha: -2268.18211, -5426.43090